[1]
{"formula": "C5H11Br4Na3O", "method": "ωB97M-V/def2-TZVPD", "species": ["Br", "Br", "Br", "Br", "Na", "Na", "Na", "O", "C", "C", "C", "C", "C", "H", "H", "H", "H", "H", "H", "H", "H", "H", "H", "H"], "coordinates": [[2.150, 0.732, -3.066], [-3.846, -2.183, 3.571], [-1.576, -4.230, 1.931], [-1.120, 4.109, -2.547], [3.724, -1.665, 2.514], [2.349, 1.709, 2.388], [4.221, 0.400, -0.456], [2.208, -0.466, 1.077], [-2.620, -1.577, 2.048], [0.935, -0.510, 0.486], [1.250, 2.501, -2.984], [-2.458, -2.649, 1.025], [0.104, 2.561, -2.073], [1.936, 3.322, -2.775], [0.194, -0.486, 1.285], [-3.320, -3.058, 0.498], [-0.452, 1.627, -1.991], [-3.024, -0.736, 1.484], [0.738, 0.297, -0.219], [-1.699, -1.373, 2.595], [0.837, -1.450, -0.057], [-1.784, -2.251, 0.266], [0.833, 2.729, -3.966], [0.422, 2.648, -1.034]], "forces_ev_per_a": [[-0.3, 0.9, 0.3], [0.6, 0.8, -1.2], [-0.3, 0.7, -0.9], [1.1, -1.3, 0.5], [-0.6, 0.3, -0.5], [0.0, -0.6, -0.3], [-0.6, -0.2, 0.2], [1.6, 1.0, 0.4], [-1.2, -0.7, 0.8], [0.5, -0.6, 0.5], [0.1, 0.9, -1.5], [1.1, -1.2, 0.4], [-1.3, -0.4, 1.9], [0.4, -0.5, 0.1], [-0.6, 0.0, -0.1], [-0.2, 0.3, 0.5], [-0.5, 0.2, -0.9], [-0.2, 0.4, 0.8], [0.0, 0.3, -0.1], [-0.1, 0.2, -0.4], [-0.4, -0.1, -0.2], [0.3, -0.3, 0.0], [0.5, -0.6, -0.3], [0.0, 0.8, 0.0]], "total_charge": 1, "homo_lumo_gap_ev": [4.25, 7.87], "multiplicity": 2, "homo_ev": [-7.9630, -11.7850]}

[2]
{"formula": "C6H5Cl3NO2", "method": "ωB97M-V/def2-TZVPD", "species": ["Cl", "Cl", "Cl", "O", "O", "N", "C", "C", "C", "C", "C", "C", "H", "H", "H", "H", "H"], "coordinates": [[0.224, -1.123, 3.127], [-2.717, -2.091, -0.092], [0.715, -1.502, -1.737], [-1.764, 2.952, -1.447], [0.588, 1.575, 0.772], [1.838, -0.361, 0.667], [-1.323, 1.900, -1.615], [-0.852, 0.698, -1.823], [0.200, 0.035, -1.084], [-1.682, -1.732, 1.107], [-0.774, -1.411, 1.839], [0.795, 0.454, 0.045], [2.712, 0.173, 0.759], [-0.140, 2.116, 0.445], [-1.284, 0.154, -2.651], [1.506, -0.644, 1.633], [1.962, -1.192, 0.057]], "forces_ev_per_a": [[-0.3, -0.1, 0.2], [-0.2, -0.1, 0.0], [-0.2, 0.2, -0.1], [0.2, -0.2, 0.0], [0.3, -0.4, 0.0], [-0.3, 0.3, 0.3], [-0.5, 0.9, 0.0], [0.3, -0.9, -0.3], [0.6, 0.1, 0.6], [1.1, 0.4, 0.3], [-1.1, -0.5, 0.1], [-0.2, 0.0, -0.7], [-0.1, -0.2, -0.1], [-0.1, 0.0, 0.0], [-0.1, 0.1, -0.1], [0.5, 0.1, -0.8], [0.2, 0.3, 0.4]], "total_charge": 1, "homo_lumo_gap_ev": 9.05, "homo_ev": -12.4274}

[3]
{"formula": "C2H6N2OS", "method": "ωB97M-V/def2-TZVPD", "species": ["S", "O", "N", "N", "C", "C", "H", "H", "H", "H", "H", "H"], "coordinates": [[0.830, -0.852, -0.122], [-2.079, -1.356, 0.232], [-2.133, 0.033, -0.023], [0.132, 0.660, -0.025], [2.464, -0.170, 0.144], [-1.106, 0.916, -0.017], [-1.539, 1.938, 0.064], [-1.921, -1.782, -0.631], [-3.078, 0.407, -0.155], [3.319, -0.692, -0.248], [2.468, 0.773, -0.424], [2.644, 0.126, 1.205]], "forces_ev_per_a": [[0.4, -0.4, 0.1], [0.3, 1.0, -0.5], [-2.1, -0.4, -0.4], [-0.4, 1.4, 0.1], [0.5, 1.7, 0.4], [0.3, -0.7, 0.5], [0.8, -0.5, -0.3], [0.0, 0.3, 0.3], [0.6, -0.6, 0.3], [0.0, -0.9, 0.0], [-0.1, -0.2, 0.2], [-0.2, -0.5, -0.7]], "smiles": "CS/N=C\\NO", "homo_lumo_gap_ev": 8.36, "homo_ev": -7.6892}

[4]
{"formula": "C19H51F3N13O7", "method": "ωB97M-V/def2-TZVPD", "species": ["F", "F", "F", "O", "O", "O", "O", "O", "O", "O", "N", "N", "N", "N", "N", "N", "N", "N", "N", "N", "N", "N", "N", "C", "C", "C", "C", "C", "C", "C", "C", "C", "C", "C", "C", "C", "C", "C", "C", "C", "C", "C", "H", "H", "H", "H", "H", "H", "H", "H", "H", "H", "H", "H", "H", "H", "H", "H", "H", "H", "H", "H", "H", "H", "H", "H", "H", "H", "H", "H", "H", "H", "H", "H", "H", "H", "H", "H", "H", "H", "H", "H", "H", "H", "H", "H", "H", "H", "H", "H", "H", "H", "H"], "coordinates": [[-5.135, -5.152, 2.559], [-4.276, -5.059, 0.626], [-5.096, -6.854, 1.374], [2.695, 7.117, -0.061], [0.481, 3.310, -0.676], [5.814, 3.428, -0.667], [5.223, 0.941, 3.944], [1.232, -3.910, 0.064], [-0.600, -0.017, -2.720], [4.683, -0.172, -1.379], [3.075, -1.785, -1.396], [-6.096, -3.392, -0.832], [7.410, 1.509, 3.752], [1.959, 8.956, 1.042], [-1.752, 3.330, -1.017], [4.719, -1.776, 0.217], [0.415, -1.013, -4.493], [4.056, 4.777, -0.205], [-0.697, 5.134, -0.031], [3.763, 2.485, -0.448], [1.529, 0.551, -3.209], [5.879, 2.192, 2.171], [3.283, 9.159, -0.839], [-6.573, -5.241, 0.774], [-6.710, -3.757, 0.498], [-5.781, -1.917, -0.909], [-0.599, -0.969, 0.647], [2.649, 8.331, 0.040], [6.107, 1.513, 3.326], [-4.314, -1.630, -0.650], [-3.030, -0.278, 1.138], [4.615, 3.560, -0.459], [0.386, -0.152, -3.431], [4.188, -1.179, -0.888], [-0.811, -2.391, 1.122], [-4.029, -1.393, 0.845], [-1.137, -3.310, -0.052], [-0.025, -4.307, -0.412], [1.788, -4.705, 1.090], [-0.584, 3.890, -0.580], [-5.253, -5.574, 1.354], [-1.831, -0.193, 0.214], [-3.565, 0.648, 1.217], [-1.513, 0.832, 0.200], [-1.615, -2.457, 1.828], [-4.964, -1.097, 1.296], [-6.810, -3.567, -1.533], [-6.249, -3.170, 1.267], [-0.325, -5.305, -0.126], [-6.427, -1.339, -0.280], [4.335, -2.598, 0.642], [0.081, -2.680, 1.649], [4.935, 2.214, 1.827], [-7.331, -5.517, 1.483], [-1.400, -2.763, -0.936], [-0.415, -1.542, -4.680], [7.614, 1.016, 4.601], [-2.644, -0.464, 2.126], [-3.773, -2.327, 1.314], [5.536, -1.353, 0.620], [0.148, 5.565, 0.297], [4.677, 5.562, -0.203], [2.720, -5.123, 0.749], [4.182, 1.578, -0.628], [2.355, 0.466, -3.773], [-2.018, -3.875, 0.220], [2.008, -4.115, 1.962], [-2.033, -0.443, -0.815], [-0.042, -0.413, 1.385], [-1.676, 2.413, -1.424], [1.152, -5.517, 1.405], [3.798, 8.729, -1.585], [2.658, -1.361, -2.205], [1.215, -1.135, -5.086], [-2.650, 3.771, -0.956], [-6.719, -5.794, -0.134], [-1.565, 5.627, 0.055], [3.261, 10.159, -0.775], [1.488, 8.373, 1.708], [3.083, 4.936, -0.028], [-3.719, -2.467, -0.957], [2.779, 2.559, -0.269], [0.014, -1.058, -0.231], [2.656, -2.615, -1.009], [-7.751, -3.526, 0.429], [8.154, 1.969, 3.262], [1.531, 1.196, -2.435], [6.591, 2.663, 1.643], [-5.287, -3.968, -1.062], [-4.078, -0.767, -1.233], [-5.988, -1.614, -1.920], [0.054, -4.322, -1.487], [1.911, 9.952, 1.145]], "forces_ev_per_a": [[0.4, 1.4, 2.6], [1.5, 0.9, -1.1], [0.5, -2.7, -0.1], [-0.2, 0.0, 0.1], [0.4, -0.2, 0.0], [0.2, 0.0, 0.1], [0.0, -0.1, 0.1], [0.2, -0.3, 0.2], [-0.4, -0.2, 0.0], [-0.2, -0.1, -0.1], [0.1, 0.0, -0.1], [-1.1, 0.8, 0.6], [0.1, -0.1, 0.1], [-0.1, -0.1, 0.0], [0.0, -0.3, -0.1], [0.1, 0.1, 0.0], [-0.1, -0.1, 0.1], [0.3, -0.4, 0.0], [0.1, 0.0, 0.1], [0.4, -0.1, 0.1], [-0.1, -0.1, 0.1], [0.0, 0.0, 0.2], [0.0, -0.1, 0.0], [-0.6, 1.0, -0.3], [0.4, -0.9, -0.3], [1.1, -0.1, -1.2], [-0.1, -0.3, 0.1], [0.0, 0.4, 0.0], [0.0, 0.2, -0.2], [-0.7, -0.2, 1.5], [0.4, -0.9, 0.1], [-0.4, 0.0, 0.0], [0.4, 0.3, -0.1], [0.0, -0.2, 0.2], [-0.2, 0.3, -0.5], [-0.4, 0.4, -0.5], [0.2, -0.6, 0.7], [-0.4, 0.6, -0.6], [0.2, 0.1, 0.0], [-0.4, 0.3, 0.1], [-1.1, -0.4, -1.0], [0.2, 0.1, 0.2], [-0.3, 0.7, -0.3], [0.1, 0.7, -0.2], [-0.4, 0.1, 0.6], [-0.4, 0.1, 0.4], [0.1, -0.3, -0.2], [0.3, 0.4, 0.3], [0.3, -0.4, 0.5], [-0.5, -0.1, 0.6], [0.0, 0.0, 0.0], [0.3, -0.4, 0.1], [0.0, 0.0, -0.1], [-0.4, -0.3, 0.3], [0.0, 0.6, -0.4], [0.0, 0.0, 0.0], [0.0, 0.0, 0.0], [0.1, 0.1, 0.6], [0.4, -0.4, 0.2], [0.0, 0.0, 0.0], [0.1, 0.1, -0.1], [-0.1, 0.1, 0.0], [0.5, -0.3, -0.2], [-0.1, 0.1, -0.1], [0.0, 0.1, 0.0], [-0.4, -0.4, -0.1], [0.0, 0.5, 0.4], [-0.4, -0.1, -0.4], [0.2, 0.3, 0.3], [0.0, 0.0, -0.1], [-0.4, -0.3, 0.0], [0.0, 0.0, 0.0], [0.0, 0.1, 0.1], [0.0, 0.1, 0.0], [0.1, 0.1, 0.0], [-0.1, -0.5, -0.4], [0.0, 0.0, 0.0], [0.0, 0.0, 0.0], [0.1, 0.0, 0.0], [0.0, 0.0, -0.1], [0.5, -0.3, -0.7], [-0.1, 0.2, 0.0], [0.7, 0.3, -0.4], [0.0, 0.1, 0.1], [-0.6, 0.5, 0.0], [0.0, 0.0, 0.0], [0.0, 0.1, 0.0], [-0.1, 0.0, -0.1], [0.2, 0.1, 0.2], [0.4, 0.5, -0.4], [-0.3, -0.1, -0.6], [0.1, -0.1, -0.6], [0.0, 0.0, 0.0]], "total_charge": 1, "homo_lumo_gap_ev": 6.97, "homo_ev": -10.0657}

[5]
{"formula": "C22H20FeN7O4S", "method": "ωB97M-V/def2-TZVPD", "species": ["Fe", "S", "O", "O", "O", "O", "N", "N", "N", "N", "N", "N", "N", "C", "C", "C", "C", "C", "C", "C", "C", "C", "C", "C", "C", "C", "C", "C", "C", "C", "C", "C", "C", "C", "C", "H", "H", "H", "H", "H", "H", "H", "H", "H", "H", "H", "H", "H", "H", "H", "H", "H", "H", "H", "H"], "coordinates": [[0.846, 0.477, 0.290], [-2.121, -1.758, 0.308], [2.505, -0.973, 0.876], [-1.237, -2.685, 0.971], [1.660, -1.253, -1.002], [-3.450, -1.631, 0.850], [-2.357, -3.372, -5.405], [2.525, -1.622, -0.186], [-1.319, -0.344, 0.261], [1.959, 1.871, -1.027], [1.945, 1.914, 1.748], [-1.128, 1.874, 0.002], [-3.118, 0.823, -0.773], [-1.910, 0.778, -0.176], [2.593, -0.138, 4.567], [1.685, 0.520, 3.752], [-2.321, -3.014, -4.056], [-2.923, 3.205, -0.784], [-1.064, -2.641, -2.033], [2.265, 2.045, -2.315], [-3.604, 2.021, -1.042], [2.328, -1.423, 5.024], [2.863, 2.610, -0.310], [2.825, 2.591, 1.108], [-3.481, -2.596, -3.403], [3.746, 3.269, -1.176], [-2.233, -2.253, -1.392], [0.491, -0.122, 3.429], [3.356, 2.913, -2.466], [-3.436, -2.213, -2.073], [-1.109, -3.019, -3.361], [-1.637, 3.055, -0.287], [1.155, -2.065, 4.663], [1.959, 1.903, 3.202], [0.231, -1.411, 3.859], [-0.130, -2.630, -1.487], [0.962, -3.076, 5.002], [3.529, 0.342, 4.832], [-1.588, -3.944, -5.709], [1.174, 2.577, 3.569], [-4.586, 2.035, -1.508], [4.563, 3.915, -0.885], [3.811, 3.221, -3.395], [-4.322, -1.880, -1.548], [-0.680, -1.903, 3.540], [3.052, -1.930, 5.652], [3.579, 3.182, 1.640], [-0.199, -3.312, -3.872], [-3.249, -3.697, -5.738], [2.919, 2.280, 3.576], [-0.983, 3.907, -0.131], [1.692, 1.562, -3.094], [-4.417, -2.563, -3.949], [-3.352, 4.174, -0.986], [-0.262, 0.403, 2.848]], "forces_ev_per_a": [[0.4, 0.2, -0.3], [0.3, -0.2, 0.1], [-0.3, 0.5, 0.3], [0.0, 0.1, -0.2], [-0.3, 0.2, -0.1], [0.0, 0.2, -0.2], [0.0, 0.1, 0.0], [0.1, -0.2, -0.1], [0.5, 0.0, 0.2], [-0.3, -0.5, 0.6], [-0.4, -0.5, -0.2], [0.2, -0.4, 0.2], [0.0, -0.2, 0.2], [-0.4, 0.4, -0.3], [0.1, 0.0, -0.1], [-0.1, 0.1, 0.0], [0.0, 0.0, 0.1], [0.0, -0.1, 0.0], [0.0, 0.0, 0.0], [0.0, 0.1, -0.2], [0.1, 0.1, 0.0], [0.0, 0.0, 0.0], [0.1, 0.1, -0.5], [-0.1, 0.1, 0.3], [0.0, 0.0, -0.1], [0.0, 0.0, 0.3], [0.0, 0.1, 0.3], [0.0, 0.1, 0.1], [0.0, -0.1, -0.1], [0.0, 0.0, 0.1], [0.0, 0.0, 0.0], [0.1, 0.1, -0.1], [0.0, 0.0, 0.0], [0.0, 0.0, 0.0], [-0.1, 0.0, -0.1], [0.0, 0.0, -0.1], [0.0, 0.0, 0.0], [0.0, 0.0, 0.0], [0.0, -0.1, 0.0], [0.0, 0.0, 0.0], [0.0, 0.0, 0.0], [0.0, 0.0, 0.0], [0.0, 0.0, 0.0], [0.0, 0.0, 0.0], [0.0, 0.0, 0.0], [0.0, 0.0, 0.0], [0.0, -0.1, 0.1], [0.0, 0.0, 0.0], [0.0, -0.1, 0.0], [0.0, 0.0, 0.1], [0.0, 0.0, 0.0], [0.0, -0.1, 0.0], [0.0, 0.0, 0.0], [0.0, 0.0, 0.0], [0.1, 0.0, -0.1]], "total_charge": -1, "homo_lumo_gap_ev": [7.56, 7.55], "multiplicity": 5, "homo_ev": [-4.7285, -4.7157]}

[6]
{"formula": "C3H7N3OS", "method": "ωB97M-V/def2-TZVPD", "species": ["S", "O", "N", "N", "N", "C", "C", "C", "H", "H", "H", "H", "H", "H", "H"], "coordinates": [[1.839, -1.349, -0.143], [2.205, 1.581, 0.073], [-1.917, 1.241, -0.347], [-3.048, -0.624, 0.093], [0.923, 1.198, -0.075], [-0.659, -0.788, 0.267], [-1.807, 0.019, 0.101], [0.607, -0.222, 0.063], [-2.561, 1.658, 0.426], [-0.963, 1.858, -0.023], [-3.691, -0.364, -0.730], [0.444, 1.506, 0.774], [-0.683, -1.692, 0.670], [2.904, 0.963, 0.352], [-3.065, -1.755, -0.043]], "forces_ev_per_a": [[0.0, 0.8, 0.3], [2.1, 2.1, -0.6], [2.2, 7.4, 3.5], [-2.2, -3.6, -1.9], [-2.4, -2.8, 1.5], [-2.0, 7.0, -0.9], [0.9, -7.0, -0.5], [3.4, -0.9, -1.1], [0.4, -0.3, -2.2], [-3.3, -2.2, -2.1], [1.5, 0.3, 1.9], [0.3, 0.7, 0.2], [-0.4, -3.9, 1.1], [-1.2, -1.2, 0.0], [0.7, 3.7, 1.0]], "smiles": "NC(N)=CC(=S)NO", "homo_lumo_gap_ev": 8.09, "homo_ev": -8.0049}

Number 1: E_tot -300823.773 eV. Number 2: E_tot -49444.419 eV. Number 3: E_tot -18031.434 eV. Number 4: E_tot -62386.728 eV. Number 5: E_tot -86983.137 eV. Number 6: E_tot -20573.226 eV.